Record 1
112
Properties=species:S:1:pos:R:3 method="wB97M-V/def2-TZVPD" max_force_ev_per_a=2.4 gap_ev=8.5 charge=+1 e_homo_ev=-12.296 e_lumo_ha=-0.13878
C -1.08146 -3.04480 -3.49073
B -0.29872 -4.15452 -2.73588
O -0.69433 -5.44462 -2.73919
N 0.96671 -3.84795 -1.92030
C 2.10283 -3.50638 -2.53194
C 3.23596 -3.23803 -1.83765
C 3.20468 -3.32944 -0.46477
C 2.04708 -3.70219 0.19032
C 1.95184 -3.85542 1.68552
C 2.90477 -2.89258 2.44164
C 2.61440 -2.84014 3.94662
F 1.75028 -3.78367 4.35377
F 3.79236 -3.18186 4.56186
C 2.28069 -1.44051 4.52249
F 3.33104 -0.63203 4.34894
F 2.15371 -1.56656 5.84711
S 0.74275 -0.58104 3.86298
F 1.50637 -0.06809 2.57319
F 0.21521 -1.88124 3.14293
F -0.05767 -0.95739 5.18142
F 1.20514 0.76562 4.61420
F -0.53643 0.18686 3.35922
C 0.92765 -3.94200 -0.57983
C -0.36634 -4.29651 0.05958
Br -1.57322 -2.81791 0.20817
C -0.67329 -5.51011 0.50447
C -2.01302 -5.76328 1.18056
Br 0.58600 -6.91389 0.31643
H -2.10867 -3.40314 -3.62936
H -0.66191 -2.88359 -4.48552
H -1.16214 -2.11042 -2.92866
H -1.65929 -5.47751 -2.77876
H 2.09771 -3.43016 -3.61468
H 4.13592 -2.97271 -2.37444
H 4.10757 -3.10804 0.09339
H 0.93395 -3.82383 2.06257
H 2.31898 -4.86672 1.90590
H 2.91651 -1.90860 1.96591
H 3.90549 -3.30439 2.30352
H -2.81057 -5.54704 0.46912
H -2.08424 -5.08224 2.03141
H -2.02552 -6.78880 1.54710
C 2.19605 0.16498 8.86539
C 1.40049 1.29971 8.26402
O 1.27599 2.20464 9.35831
C 2.30065 1.95907 10.22255
O 2.57984 2.64473 11.14540
O 2.95970 0.81937 9.87662
H 2.84793 -0.32167 8.14338
H 1.56033 -0.58845 9.33503
H 1.93334 1.79911 7.44995
H 0.42192 0.98752 7.90556
C 3.44278 2.81857 4.03257
C 3.85300 3.68693 5.19867
O 4.92518 4.45490 4.64889
C 4.76648 4.48911 3.30335
O 5.38610 5.18050 2.56595
O 3.79280 3.62314 2.90334
H 2.38177 2.59262 4.02978
H 4.00655 1.88458 3.98704
H 3.05864 4.36601 5.51575
H 4.18858 3.11124 6.05846
C -4.77881 0.94636 -1.00184
C -5.09916 0.79350 0.46660
O -5.52946 -0.56857 0.54847
C -4.98817 -1.23996 -0.49618
O -5.01420 -2.42124 -0.62490
O -4.40776 -0.38403 -1.37642
H -3.96432 1.64313 -1.18751
H -5.64663 1.24888 -1.59128
H -4.22169 0.92557 1.10281
H -5.88300 1.46777 0.80202
C 2.19438 -2.51935 -8.08287
C 1.24725 -3.59652 -7.60842
O 1.00237 -3.20940 -6.24944
C 1.23851 -1.87590 -6.15245
O 0.95938 -1.21720 -5.19938
O 1.82207 -1.40095 -7.26902
H 2.07637 -2.28620 -9.13758
H 3.24042 -2.76353 -7.88815
H 0.30055 -3.59433 -8.14999
H 1.68040 -4.59248 -7.65672
C -2.32109 1.09821 -6.47194
C -2.71303 0.87273 -5.03201
O -3.14351 -0.49338 -5.03763
C -2.54702 -1.10767 -6.08400
O -2.56106 -2.28451 -6.27004
O -1.92854 -0.21594 -6.89016
H -1.50221 1.80329 -6.58086
H -3.15852 1.42986 -7.08841
H -1.86902 0.97443 -4.34798
H -3.51324 1.53142 -4.70662
C -5.61073 5.20516 -4.95393
C -5.22728 5.36176 -3.50118
O -4.02725 4.58483 -3.41420
C -3.48754 4.51763 -4.65653
O -2.40383 4.09021 -4.89718
O -4.34348 5.00154 -5.58617
H -6.10821 6.08294 -5.35807
H -6.23780 4.32897 -5.13074
H -4.99784 6.39479 -3.23590
H -5.98531 4.98222 -2.82037
C 1.65289 6.66669 0.90912
C 1.62075 5.39904 1.72835
O 0.24479 5.31051 2.11049
C -0.48392 6.01031 1.20146
O -1.66924 5.99371 1.13598
O 0.32411 6.72365 0.37914
H 2.38879 6.63485 0.10984
H 1.82937 7.55527 1.51773
H 1.88213 4.51516 1.14469
H 2.26137 5.44700 2.60071


Record 2
18
Properties=species:S:1:pos:R:3 method="wB97M-V/def2-TZVPD" smiles=C[C@@H]1C[C@@H]2CN2C1 max_force_ev_per_a=4.2 gap_ev=10.0 charge=0 e_homo_ev=-8.804 e_lumo_ha=0.04388
C 1.68263 -1.46449 0.04388
C 0.28483 -0.81064 0.30580
C -0.38101 -0.64972 -1.10164
C -1.17302 0.58754 -0.60093
C -1.25435 2.10741 -0.45987
N -0.17808 1.24921 0.06476
C 0.20889 0.50354 1.18682
H 2.49729 -0.84948 -0.50877
H 1.66281 -2.43476 -0.45642
H 2.21850 -1.45738 0.94840
H -0.21814 -1.36974 1.05587
H -0.92907 -1.55858 -1.32837
H 0.22535 -0.47246 -2.00535
H -2.15011 0.39951 -0.05716
H -2.21092 2.33633 0.18592
H -0.91532 3.05805 -0.97679
H 1.19868 0.63210 1.76394
H -0.56896 0.19357 1.93991


Record 3
12
Properties=species:S:1:pos:R:3 method="wB97M-V/def2-TZVPD" smiles="[H]/N=C(/NS)NC=O" max_force_ev_per_a=1.5 gap_ev=10.4 charge=0 e_homo_ev=-9.831 e_lumo_ha=0.02020
H -1.67851 1.71278 0.27532
N -0.67062 1.81835 0.14376
C -0.15670 0.71070 -0.20619
N 1.25635 0.66228 -0.40712
S 2.26491 -0.57788 0.20720
N -0.71427 -0.54078 -0.47897
C -1.99470 -0.95914 -0.17546
O -2.76032 -0.30656 0.50748
H 1.58537 1.62427 -0.36208
H 2.00913 -0.44950 1.54503
H -0.05507 -1.23853 -0.82589
H -2.20877 -2.03884 -0.52112


> Which of these has the highest charge?

C34H42BBr2F9NO22S


What did the third record say?
12
Properties=species:S:1:pos:R:3 method="wB97M-V/def2-TZVPD" smiles="[H]/N=C(/NS)NC=O" max_force_ev_per_a=1.5 gap_ev=10.4 charge=0 e_homo_ev=-9.831 e_lumo_ha=0.02020
H -1.67851 1.71278 0.27532
N -0.67062 1.81835 0.14376
C -0.15670 0.71070 -0.20619
N 1.25635 0.66228 -0.40712
S 2.26491 -0.57788 0.20720
N -0.71427 -0.54078 -0.47897
C -1.99470 -0.95914 -0.17546
O -2.76032 -0.30656 0.50748
H 1.58537 1.62427 -0.36208
H 2.00913 -0.44950 1.54503
H -0.05507 -1.23853 -0.82589
H -2.20877 -2.03884 -0.52112